Computed, not measured: a gas-phase ion, C3H8NOS (charge -1) in a non-equilibrium geometry, with ωB97M-V/def2-TZVPD.

* charge: -1
* gap between HOMO and LUMO: 5.6738 eV
* structure (SMILES): N[C@@H](C[O-])CS
* E_tot: -647.23695 hartree
* energy above the lowest of the compared OMol25 structures with the same formula, charge and spin: 2.792 eV

Bonds (Å) are listed after each position.
Positions of all 14 atoms, in Å:
1 N 0.37 -0.10 -1.65  C2 1.472, H7 0.972, H8 1.032
2 C -0.29 0.00 -0.34  N1 1.472, C3 1.586, C5 1.513, H9 1.123
3 C -0.73 -1.42 0.21  C2 1.586, O4 1.422, H10 1.135, H11 1.169
4 O -1.63 -1.41 1.30  C3 1.422
5 C 0.60 0.52 0.76  C2 1.513, S6 1.708, H12 1.109, H13 1.044
6 S 1.25 2.06 0.42  C5 1.708, H14 1.329
7 H -0.48 0.00 -2.12  N1 0.972
8 H 0.99 0.71 -1.80  N1 1.032
9 H -1.27 0.53 -0.48  C2 1.123
10 H -1.13 -1.88 -0.75  C3 1.135
11 H 0.30 -1.96 0.35  C3 1.169
12 H 0.06 0.41 1.73  C5 1.109
13 H 1.32 -0.21 1.01  C5 1.044
14 H 0.62 2.76 1.37  S6 1.329